C22H25F2N3O | wB97M-V/def2-TZVPD

```
53
Properties=species:S:1:pos:R:3
C -3.611 -4.184 -0.391
C -2.274 -3.614 0.210
O -2.250 -2.108 0.249
C -3.272 -1.663 1.155
C -3.025 -0.312 1.133
C -1.720 0.055 1.912
N -1.445 1.427 1.919
H -2.030 2.110 2.194
C -0.047 1.909 2.027
C 1.023 1.311 1.113
C 2.224 1.192 1.386
N 2.707 0.640 0.092
N 1.918 0.408 -0.898
C 0.813 1.171 -0.226
C -0.438 1.183 -1.196
C -0.998 0.009 -1.529
C -2.054 -0.090 -2.347
C -2.797 1.218 -2.492
C -2.145 2.536 -2.079
C -1.112 2.463 -1.145
C -0.599 3.693 -0.787
H -1.160 4.003 0.410
H -0.763 4.640 -1.316
H 0.456 3.687 -0.353
H -2.766 3.539 -2.410
H -3.589 1.330 -3.160
H -2.463 -1.022 -2.840
H -0.367 -0.729 -1.537
C 4.004 0.029 0.018
C 5.171 -0.015 0.894
C 6.394 -0.354 0.431
C 6.553 -0.946 -0.934
C 5.602 -0.855 -1.729
C 4.313 -0.532 -1.408
H 3.487 -0.432 -2.087
H 5.797 -1.053 -2.711
F 7.824 -1.392 -1.318
H 7.174 -0.464 1.478
F 4.961 0.509 2.106
H 2.722 1.155 2.375
H 0.168 2.899 2.326
H 0.148 1.564 3.358
H -1.707 -0.266 2.934
H -0.981 -0.551 1.297
H -3.924 0.387 1.838
H -2.942 0.239 0.277
H -3.137 -2.217 2.213
H -4.229 -1.933 0.876
H -1.505 -3.774 -0.461
H -2.465 -3.963 1.276
H -4.530 -3.979 0.074
H -3.503 -5.210 -0.673
H -3.612 -3.648 -1.543
```

Computed properties:
HOMO   -7.773 eV
E_LUMO   0.07 eV
Energy above the lowest of the compared OMol25 structures with the same formula, charge and spin   1335.5 kJ/mol
Maximum force   11.3 eV Å⁻¹
Total energy   -35158.0420 eV